A.
Formula: C3H8O2
Source: the Open Molecules 2025 dataset
Level of theory: ωB97M-V/def2-TZVPD

ORCA input file:
```
! RIJCOSX wB97M-V def2-TZVPD def2/J DEFGRID3
* xyz 0 1
C 1.54240 -1.73122 0.45470
C 0.98801 -0.97944 -0.71543
C -0.26558 -1.04755 -1.12999
O -0.73834 -0.31372 -2.21840
H 0.91181 -2.57648 0.71707
H 2.56052 -2.09577 0.31513
H 1.54390 -1.10882 1.35131
H 1.67014 -0.35547 -1.28696
H -1.11152 -1.52415 -0.66313
H -0.11363 -0.37498 -2.95188
O -1.47323 3.37598 2.94123
H -1.39877 3.37253 1.97234
H -0.81896 2.74301 3.25904
*
```

Summary:
- SMILES string = C/C=C/O.O
- HOMO-LUMO gap (eV) = 9.76
- HOMO (eV) = -9.07
- molar mass (g mol⁻¹) = 76.1

These are the Löwdin partial charges, in e, on atoms 1 to 6:
1 C -0.11
2 C -0.16
3 C -0.20
4 O -0.04
5 H 0.07
6 H 0.07

B.
Formula: C3H8O2
Source: the Open Molecules 2025 dataset
Level of theory: ωB97M-V/def2-TZVPD

ORCA input file:
```
! RIJCOSX wB97M-V def2-TZVPD def2/J DEFGRID3
* xyz 0 1
O 1.60648 -0.97520 -1.15521
C 1.22718 0.24005 -1.19519
O 0.22418 0.62789 -2.00057
H 1.83613 1.09506 -0.88239
H -0.10576 -0.18655 -2.42273
C 0.12169 0.09375 0.97052
C -1.36149 -0.19872 0.89947
H 0.78448 -0.65293 0.21229
H 0.58701 -0.37875 1.84772
H 0.32195 1.16260 1.06351
H -1.54557 -1.27418 0.82214
H -1.81895 0.29902 0.04110
H -1.87734 0.14797 1.79934
*
```

Summary:
- SMILES string = O=CO.CC
- HOMO-LUMO gap (eV) = 10.54
- HOMO (eV) = -9.72
- molar mass (g mol⁻¹) = 76.1

These are the Löwdin partial charges, in e, on atoms 1 to 6:
1 O -0.05
2 C -0.39
3 O 0.09
4 H 0.15
5 H 0.14
6 C -0.21

A ends up most stable, edging out the next structure by 21.7 kcal/mol.

A.
Formula: C38H37GeN4O7SeZr
Source: the Open Molecules 2025 dataset
Level of theory: ωB97M-V/def2-TZVPD

ORCA input file:
```
! RIJCOSX wB97M-V def2-TZVPD def2/J DEFGRID3
* xyz 1 1
Zr 11.56771 12.06769 15.58529
O 7.76745 10.64887 20.21956
C 8.60726 10.41620 19.35666
C 8.36510 10.32569 17.85878
O 7.29995 10.03062 17.37200
C 9.56627 10.67255 17.15140
C 10.61112 10.82847 18.06326
O 11.78082 11.27763 17.56173
C 10.17172 10.58531 19.41800
O 10.78334 10.64128 20.44047
O 9.81641 10.95882 15.89409
Se 13.93353 12.63042 18.21769
N 13.31595 13.21096 16.60641
C 14.08786 14.18219 16.12533
C 13.79046 14.97424 14.93866
C 14.83108 15.84479 14.63666
C 16.12466 15.94459 15.27618
C 16.35959 15.26002 16.38072
C 15.31755 14.33767 16.86380
N 15.45995 13.52125 17.86914
H 12.87276 14.85005 14.35196
H 14.66379 16.51604 13.81582
H 16.80777 16.58349 14.78818
H 17.31143 15.31404 16.88460
O 12.47473 12.82696 13.76788
C 11.40691 12.59410 13.09322
O 10.46482 12.07754 13.71820
C 11.36628 12.84974 11.64589
C 11.11692 11.55103 10.83313
Ge 12.63963 10.41677 10.71722
C 14.18246 11.51580 10.09842
C 14.70254 12.52110 10.85982
C 15.61712 13.44293 10.29486
C 15.99240 13.37758 8.97742
C 15.51336 12.29567 8.19249
C 14.65745 11.35402 8.76668
C 13.20900 9.99824 12.57812
C 12.29315 9.50063 13.52545
C 12.60351 9.62035 14.86585
C 13.89404 9.87221 15.28509
C 14.87333 10.12726 14.33653
C 14.48021 10.22423 13.01728
C 12.25907 8.80336 9.68984
C 12.65029 7.52310 10.12326
C 12.34730 6.38356 9.41671
C 11.73571 6.51726 8.18530
C 11.36870 7.78135 7.77258
C 11.55985 8.93697 8.52254
H 12.42189 13.15051 11.34087
H 10.64170 13.58402 11.38421
H 10.77307 11.91740 9.78910
H 10.28267 10.90773 11.19626
H 14.37820 12.67007 11.93258
H 16.04963 14.11154 11.05707
H 16.55418 14.17367 8.55401
H 16.02911 12.21906 7.24897
H 14.33066 10.43040 8.25615
H 11.24030 9.21762 13.30490
H 11.81478 9.30068 15.62726
H 14.11919 9.76523 16.36041
H 15.90797 10.25564 14.65380
H 15.17671 10.55371 12.31236
H 13.28021 7.38546 10.97422
H 12.61109 5.40137 9.82401
H 11.58300 5.57761 7.62154
H 10.86913 7.92428 6.83054
H 11.29910 9.90700 8.10004
C 6.96128 14.35166 18.99700
C 7.44549 15.06212 17.74487
N 8.85430 14.70509 17.44746
C 9.76660 15.39451 18.38405
C 10.48476 14.48195 19.36960
C 9.24804 14.00473 16.41276
C 8.19142 13.41859 15.49310
N 10.54157 13.87303 16.10203
H 5.93953 14.66358 19.27070
H 7.50949 14.50686 19.97603
H 6.97460 13.31414 18.82215
H 7.35226 16.13975 17.89986
H 6.73376 14.79737 16.92550
H 9.16531 16.10105 18.95437
H 10.46833 16.05060 17.79960
H 9.80885 13.84671 19.91317
H 11.11743 15.05051 19.96392
H 11.10522 13.79314 18.81269
H 7.52228 14.24344 15.30680
H 7.66566 12.56755 15.98044
H 8.58437 13.03910 14.54038
H 11.26880 14.36626 16.62730
*
```

Summary:
- HOMO-LUMO gap (eV) = 6.92
- HOMO (eV) = -11.16
- molar mass (g mol⁻¹) = 904.5

These are the Löwdin partial charges, in e, on atoms 1 to 6:
1 Zr 1.89
2 O 0.16
3 C -0.18
4 C -0.30
5 O 0.15
6 C -0.27

B.
Formula: C38H37GeN4O7SeZr
Source: the Open Molecules 2025 dataset
Level of theory: ωB97M-V/def2-TZVPD

ORCA input file:
```
! RIJCOSX wB97M-V def2-TZVPD def2/J DEFGRID3
* xyz 1 1
Zr 14.44661 -12.56298 12.49918
O 19.24723 -15.83693 10.41461
C 18.18961 -15.47513 10.76624
C 16.93448 -14.97060 9.90171
O 16.77052 -14.90868 8.72482
C 16.05944 -14.38913 10.95942
C 16.52822 -14.49521 12.24555
O 15.86778 -13.84974 13.21048
C 17.73026 -15.43579 12.29087
O 18.26870 -15.86883 13.26803
O 14.99087 -13.62855 10.92372
Se 14.81079 -11.17881 9.40725
N 14.15448 -10.83169 11.03341
C 13.83980 -9.52221 11.08912
C 13.15653 -8.85941 12.10960
C 12.61321 -7.64996 11.84702
C 12.76698 -6.89767 10.60444
C 13.39304 -7.51571 9.58058
C 13.97803 -8.86200 9.77994
N 14.60552 -9.51886 8.84601
H 13.08499 -9.30947 13.05847
H 11.91680 -7.15323 12.52006
H 12.36774 -5.88745 10.41100
H 13.61274 -6.96874 8.60792
O 12.43052 -13.00314 12.01911
C 12.12671 -13.29932 13.21600
O 12.94483 -12.82901 14.08696
C 10.87346 -14.16135 13.47493
C 11.36306 -15.57508 13.45187
Ge 9.85168 -16.74536 13.73302
C 10.57547 -18.54293 13.67389
C 9.72198 -19.65101 13.79952
C 10.22546 -20.93617 13.57549
C 11.55279 -21.09664 13.29850
C 12.44579 -19.99968 13.23965
C 11.95299 -18.73734 13.41946
C 8.52516 -16.29470 12.41670
C 8.41075 -17.00665 11.20989
C 7.39604 -16.76195 10.30263
C 6.53060 -15.71509 10.54281
C 6.59076 -14.98151 11.74181
C 7.62893 -15.21851 12.60431
C 9.13187 -16.40750 15.43908
C 9.95480 -16.18069 16.54472
C 9.41614 -16.04333 17.81055
C 8.08376 -16.16216 18.06940
C 7.24866 -16.53062 17.03032
C 7.79199 -16.62179 15.71591
H 10.20304 -13.99350 12.63344
H 10.45033 -13.91056 14.46420
H 12.15613 -15.63301 14.21487
H 11.81303 -15.93133 12.48324
H 8.64482 -19.57167 13.94307
H 9.57706 -21.79426 13.67881
H 12.09143 -22.00720 13.13911
H 13.51355 -20.13933 13.01072
H 12.67854 -17.88555 13.34525
H 9.18592 -17.71964 10.94640
H 7.25583 -17.39939 9.44150
H 5.64301 -15.65034 9.90228
H 5.85838 -14.23052 11.92697
H 7.78574 -14.64123 13.51406
H 11.01612 -15.96309 16.40068
H 10.14818 -15.70063 18.57741
H 7.61995 -16.06879 19.05315
H 6.21234 -16.75396 17.09507
H 7.03836 -16.71116 14.93539
C 18.35279 -8.48140 16.48526
C 18.07717 -9.67253 15.60331
N 16.70697 -10.06884 15.41956
C 16.01726 -10.37540 16.65985
C 14.94969 -9.28900 17.00368
C 16.18848 -10.51965 14.25691
C 17.05579 -10.39791 13.00863
N 15.02209 -11.10716 14.13183
H 19.40030 -8.24375 16.62349
H 18.02869 -8.65445 17.50031
H 18.01019 -7.49243 16.15790
H 18.70072 -10.52345 15.89305
H 18.47983 -9.35476 14.62926
H 16.73738 -10.36340 17.44475
H 15.61482 -11.47335 16.68388
H 15.34613 -8.30531 16.63081
H 14.73754 -9.31962 18.10153
H 14.00965 -9.46748 16.48434
H 18.03447 -10.87189 13.16222
H 17.28649 -9.36048 12.74538
H 16.50432 -10.85198 12.19207
H 14.44126 -11.03923 14.97406
*
```

Summary:
- HOMO-LUMO gap (eV) = 6.26
- HOMO (eV) = -10.76
- molar mass (g mol⁻¹) = 904.5

These are the Löwdin partial charges, in e, on atoms 1 to 6:
1 Zr 1.86
2 O 0.20
3 C -0.21
4 C -0.24
5 O 0.16
6 C -0.27

A ends up most stable, edging out the next structure by 15.3 kcal/mol.